No. 1
Formula: C23H22N3O2PtSTe
Source: the Open Molecules 2025 dataset
Level of theory: wB97M-V/def2-TZVPD

Calculated values
* E_HOMO (spin up / spin down): -17.12 / -17.17 eV
* molar mass: 727.2 u
* LUMO (spin up / spin down): -12.68 / -12.59 eV
* total charge: +3
* orbital gap (spin up / spin down): 4.44 / 4.57 eV

Each line ends with the Löwdin charge.
Cartesian coordinates (Å):
Pt 0.061 -0.575 0.306  0.636
C -2.713 -4.801 0.728  0.021
N -2.272 -3.991 1.828  -0.082
C -2.034 -4.425 3.089  0.059
C -1.583 -3.365 3.821  0.055
N -1.536 -2.274 2.994  0.026
C -1.957 -2.679 1.753  -0.651
S -2.209 -1.730 0.369  0.823
C -1.112 -0.999 3.426  -0.229
C -1.389 -0.602 4.735  0.055
C -0.884 0.604 5.194  0.027
C -0.124 1.387 4.335  0.016
C 0.060 0.943 3.035  -0.095
N -0.422 -0.216 2.593  0.022
H -3.259 -5.664 1.105  0.124
H -1.853 -5.163 0.156  0.127
H -3.360 -4.228 0.062  0.092
H -2.210 -5.437 3.402  0.165
H -1.264 -3.344 4.844  0.156
H -2.009 -1.213 5.373  0.136
H -1.087 0.929 6.205  0.144
H 0.306 2.323 4.656  0.135
H 0.615 1.537 2.316  0.117
Te -0.853 1.382 -1.279  1.518
C 0.619 2.931 -1.155  -0.484
C 0.135 4.225 -0.975  -0.123
C 1.014 5.296 -1.063  -0.028
C 2.360 5.070 -1.317  -0.013
C 2.841 3.774 -1.465  -0.034
C 1.974 2.697 -1.366  -0.137
C -0.479 0.802 -3.324  -0.467
C -1.620 0.838 -4.123  -0.137
C -1.488 0.705 -5.499  -0.032
C -0.233 0.508 -6.060  -0.017
C 0.895 0.443 -5.252  -0.032
C 0.773 0.558 -3.871  -0.115
H -0.917 4.400 -0.793  0.105
H 0.639 6.302 -0.946  0.130
H 3.037 5.906 -1.396  0.130
H 3.889 3.600 -1.667  0.126
H 2.355 1.688 -1.458  0.073
H -2.599 1.001 -3.688  0.099
H -2.367 0.755 -6.126  0.128
H -0.136 0.396 -7.132  0.131
H 1.870 0.290 -5.693  0.127
H 1.656 0.457 -3.257  0.090
C 3.373 -1.108 0.052  0.005
O 2.677 -2.203 0.625  0.043
C 1.405 -2.179 0.816  -0.420
O 0.752 -3.043 1.353  0.142
H 4.178 -1.510 -0.564  0.128
H 3.806 -0.501 0.852  0.121
H 2.680 -0.498 -0.554  0.063


No. 2
Formula: C23H22N8O2Re
Source: the Open Molecules 2025 dataset
Level of theory: wB97M-V/def2-TZVPD

Calculated values
* E_HOMO (spin up / spin down): -14.16 / -14.13 eV
* expectation value of S²: 0.797
* molar mass: 628.7 u
* LUMO (spin up / spin down): -8.24 / -8.30 eV
* total charge: +2
* multiplicity: 2
* orbital gap (spin up / spin down): 5.92 / 5.83 eV

Each line ends with the Löwdin spin population.
Cartesian coordinates (Å):
Re -0.355 0.777 1.013  0.649
O 2.665 2.541 -1.026  0.011
C 1.992 2.127 -0.131  0.009
N 0.568 2.192 -0.044  0.073
C -0.177 3.230 -0.512  0.020
C 0.276 4.291 -1.329  0.018
C -0.620 5.254 -1.694  0.003
C -1.963 5.195 -1.262  0.039
C -2.433 4.179 -0.449  -0.005
C -1.543 3.190 -0.055  0.037
N -1.794 2.101 0.779  0.030
C -3.047 1.823 1.358  0.012
O -3.994 2.553 1.376  0.003
C -3.090 0.435 1.957  0.005
C -4.237 -0.015 2.567  0.001
C -4.253 -1.308 3.078  -0.003
C -3.122 -2.101 2.955  0.002
C -2.003 -1.586 2.329  0.000
N -1.980 -0.336 1.837  0.015
C 2.526 1.446 1.096  0.005
C 3.860 1.458 1.420  0.000
C 4.255 0.849 2.610  0.007
C 3.297 0.261 3.414  -0.001
C 1.967 0.283 3.014  0.008
N 1.590 0.864 1.875  0.014
H 1.300 4.321 -1.667  0.001
H -0.301 6.073 -2.324  0.000
H -2.647 5.976 -1.567  0.002
H -3.456 4.167 -0.113  -0.001
H -5.091 0.644 2.629  0.000
H -5.140 -1.691 3.565  0.000
H -3.100 -3.110 3.339  0.000
H -1.098 -2.165 2.206  0.000
H 4.562 1.944 0.756  0.000
H 5.296 0.847 2.903  0.000
H 3.561 -0.214 4.348  0.000
H 1.187 -0.171 3.610  -0.001
C 0.096 -2.697 -3.918  0.000
C 1.022 -3.708 -3.250  0.000
C 0.243 -4.748 -2.452  0.000
C 2.100 -3.029 -2.405  0.000
N 1.536 -2.288 -1.261  0.000
C 1.018 -1.068 -1.208  0.002
N 0.591 -0.877 0.027  0.027
N 0.860 -2.011 0.718  0.012
N 1.424 -2.853 -0.054  0.004
H -0.569 -3.200 -4.617  0.000
H 0.651 -1.941 -4.478  0.000
H -0.545 -2.195 -3.186  0.000
H 1.587 -4.223 -4.033  0.000
H -0.362 -4.281 -1.670  0.000
H 0.904 -5.475 -1.979  0.000
H -0.438 -5.289 -3.107  0.000
H 2.674 -2.312 -2.990  0.000
H 2.782 -3.755 -1.967  0.000
H 0.967 -0.373 -2.030  0.000


No. 3
Formula: C23H23AuF10N7
Source: the Open Molecules 2025 dataset
Level of theory: wB97M-V/def2-TZVPD

Calculated values
* E_HOMO (spin up / spin down): -11.25 / -11.39 eV
* expectation value of S²: 2.080
* molar mass: 784.4 u
* LUMO (spin up / spin down): -2.54 / -5.37 eV
* total charge: +1
* multiplicity: 3
* orbital gap (spin up / spin down): 8.71 / 6.02 eV

Each line ends with the Löwdin spin population.
Cartesian coordinates (Å):
Au -0.410 0.003 0.152  0.110
C 1.821 -1.076 -1.911  0.001
N 1.492 0.250 -1.384  0.021
C 1.054 1.167 -2.438  0.005
C -0.126 2.066 -2.035  0.045
N -1.213 1.247 -1.551  0.422
C -2.460 1.743 -1.524  0.032
C -2.831 3.114 -1.577  0.100
F -1.893 4.056 -1.575  0.033
C -4.144 3.526 -1.565  -0.013
F -4.430 4.817 -1.589  -0.014
C -5.176 2.594 -1.510  0.131
F -6.425 2.992 -1.491  0.046
C -4.867 1.236 -1.472  -0.014
F -5.833 0.333 -1.450  -0.014
C -3.555 0.838 -1.472  0.104
F -3.296 -0.462 -1.485  0.026
C 2.565 0.767 -0.538  0.001
C 2.111 1.873 0.410  0.045
N 1.012 1.432 1.247  0.431
C 0.577 2.229 2.234  0.029
C -0.369 1.744 3.191  0.107
F -0.793 0.491 3.108  0.029
C -0.849 2.486 4.237  -0.014
F -1.719 1.955 5.080  -0.015
C -0.414 3.798 4.416  0.139
F -0.874 4.521 5.405  0.049
C 0.521 4.323 3.532  -0.014
F 0.946 5.565 3.692  -0.015
C 1.004 3.569 2.488  0.108
F 1.885 4.155 1.687  0.038
H 2.679 -1.048 -2.594  0.001
H 0.963 -1.477 -2.448  0.000
H 2.062 -1.747 -1.087  0.000
H 0.722 0.572 -3.287  0.000
H 1.881 1.807 -2.770  0.001
H -0.428 2.642 -2.914  0.008
H 0.176 2.792 -1.278  0.019
H 3.392 1.155 -1.148  0.001
H 2.945 -0.062 0.061  0.000
H 1.843 2.766 -0.158  0.017
H 2.967 2.158 1.027  0.012
C -0.250 -2.708 1.790  0.001
N -1.153 -2.060 0.792  -0.001
C -2.513 -1.992 1.416  0.002
N -2.993 -3.304 1.789  0.000
C -2.064 -3.896 2.752  0.000
N -0.724 -4.019 2.173  0.000
C -0.808 -4.865 0.981  0.000
N -1.722 -4.289 -0.008  0.000
C -1.240 -2.979 -0.384  0.000
C -3.050 -4.151 0.597  0.000
H -0.195 -2.067 2.671  0.000
H 0.748 -2.796 1.355  0.000
H -3.202 -1.541 0.704  0.000
H -2.453 -1.364 2.305  0.000
H -2.424 -4.883 3.040  0.000
H -2.015 -3.264 3.641  0.000
H -1.160 -5.857 1.265  0.000
H 0.185 -4.961 0.537  0.000
H -1.910 -2.540 -1.122  0.000
H -0.244 -3.073 -0.821  0.000
H -3.428 -5.136 0.871  0.000
H -3.727 -3.700 -0.131  0.000


Repeat the third record exactly.
Formula: C23H23AuF10N7
Source: the Open Molecules 2025 dataset
Level of theory: wB97M-V/def2-TZVPD

Calculated values
* E_HOMO (spin up / spin down): -11.25 / -11.39 eV
* expectation value of S²: 2.080
* molar mass: 784.4 u
* LUMO (spin up / spin down): -2.54 / -5.37 eV
* total charge: +1
* multiplicity: 3
* orbital gap (spin up / spin down): 8.71 / 6.02 eV

Each line ends with the Löwdin spin population.
Cartesian coordinates (Å):
Au -0.410 0.003 0.152  0.110
C 1.821 -1.076 -1.911  0.001
N 1.492 0.250 -1.384  0.021
C 1.054 1.167 -2.438  0.005
C -0.126 2.066 -2.035  0.045
N -1.213 1.247 -1.551  0.422
C -2.460 1.743 -1.524  0.032
C -2.831 3.114 -1.577  0.100
F -1.893 4.056 -1.575  0.033
C -4.144 3.526 -1.565  -0.013
F -4.430 4.817 -1.589  -0.014
C -5.176 2.594 -1.510  0.131
F -6.425 2.992 -1.491  0.046
C -4.867 1.236 -1.472  -0.014
F -5.833 0.333 -1.450  -0.014
C -3.555 0.838 -1.472  0.104
F -3.296 -0.462 -1.485  0.026
C 2.565 0.767 -0.538  0.001
C 2.111 1.873 0.410  0.045
N 1.012 1.432 1.247  0.431
C 0.577 2.229 2.234  0.029
C -0.369 1.744 3.191  0.107
F -0.793 0.491 3.108  0.029
C -0.849 2.486 4.237  -0.014
F -1.719 1.955 5.080  -0.015
C -0.414 3.798 4.416  0.139
F -0.874 4.521 5.405  0.049
C 0.521 4.323 3.532  -0.014
F 0.946 5.565 3.692  -0.015
C 1.004 3.569 2.488  0.108
F 1.885 4.155 1.687  0.038
H 2.679 -1.048 -2.594  0.001
H 0.963 -1.477 -2.448  0.000
H 2.062 -1.747 -1.087  0.000
H 0.722 0.572 -3.287  0.000
H 1.881 1.807 -2.770  0.001
H -0.428 2.642 -2.914  0.008
H 0.176 2.792 -1.278  0.019
H 3.392 1.155 -1.148  0.001
H 2.945 -0.062 0.061  0.000
H 1.843 2.766 -0.158  0.017
H 2.967 2.158 1.027  0.012
C -0.250 -2.708 1.790  0.001
N -1.153 -2.060 0.792  -0.001
C -2.513 -1.992 1.416  0.002
N -2.993 -3.304 1.789  0.000
C -2.064 -3.896 2.752  0.000
N -0.724 -4.019 2.173  0.000
C -0.808 -4.865 0.981  0.000
N -1.722 -4.289 -0.008  0.000
C -1.240 -2.979 -0.384  0.000
C -3.050 -4.151 0.597  0.000
H -0.195 -2.067 2.671  0.000
H 0.748 -2.796 1.355  0.000
H -3.202 -1.541 0.704  0.000
H -2.453 -1.364 2.305  0.000
H -2.424 -4.883 3.040  0.000
H -2.015 -3.264 3.641  0.000
H -1.160 -5.857 1.265  0.000
H 0.185 -4.961 0.537  0.000
H -1.910 -2.540 -1.122  0.000
H -0.244 -3.073 -0.821  0.000
H -3.428 -5.136 0.871  0.000
H -3.727 -3.700 -0.131  0.000


Copy entry 1 word for word.
Formula: C23H22N3O2PtSTe
Source: the Open Molecules 2025 dataset
Level of theory: wB97M-V/def2-TZVPD

Calculated values
* E_HOMO (spin up / spin down): -17.12 / -17.17 eV
* molar mass: 727.2 u
* LUMO (spin up / spin down): -12.68 / -12.59 eV
* total charge: +3
* orbital gap (spin up / spin down): 4.44 / 4.57 eV

Each line ends with the Löwdin charge.
Cartesian coordinates (Å):
Pt 0.061 -0.575 0.306  0.636
C -2.713 -4.801 0.728  0.021
N -2.272 -3.991 1.828  -0.082
C -2.034 -4.425 3.089  0.059
C -1.583 -3.365 3.821  0.055
N -1.536 -2.274 2.994  0.026
C -1.957 -2.679 1.753  -0.651
S -2.209 -1.730 0.369  0.823
C -1.112 -0.999 3.426  -0.229
C -1.389 -0.602 4.735  0.055
C -0.884 0.604 5.194  0.027
C -0.124 1.387 4.335  0.016
C 0.060 0.943 3.035  -0.095
N -0.422 -0.216 2.593  0.022
H -3.259 -5.664 1.105  0.124
H -1.853 -5.163 0.156  0.127
H -3.360 -4.228 0.062  0.092
H -2.210 -5.437 3.402  0.165
H -1.264 -3.344 4.844  0.156
H -2.009 -1.213 5.373  0.136
H -1.087 0.929 6.205  0.144
H 0.306 2.323 4.656  0.135
H 0.615 1.537 2.316  0.117
Te -0.853 1.382 -1.279  1.518
C 0.619 2.931 -1.155  -0.484
C 0.135 4.225 -0.975  -0.123
C 1.014 5.296 -1.063  -0.028
C 2.360 5.070 -1.317  -0.013
C 2.841 3.774 -1.465  -0.034
C 1.974 2.697 -1.366  -0.137
C -0.479 0.802 -3.324  -0.467
C -1.620 0.838 -4.123  -0.137
C -1.488 0.705 -5.499  -0.032
C -0.233 0.508 -6.060  -0.017
C 0.895 0.443 -5.252  -0.032
C 0.773 0.558 -3.871  -0.115
H -0.917 4.400 -0.793  0.105
H 0.639 6.302 -0.946  0.130
H 3.037 5.906 -1.396  0.130
H 3.889 3.600 -1.667  0.126
H 2.355 1.688 -1.458  0.073
H -2.599 1.001 -3.688  0.099
H -2.367 0.755 -6.126  0.128
H -0.136 0.396 -7.132  0.131
H 1.870 0.290 -5.693  0.127
H 1.656 0.457 -3.257  0.090
C 3.373 -1.108 0.052  0.005
O 2.677 -2.203 0.625  0.043
C 1.405 -2.179 0.816  -0.420
O 0.752 -3.043 1.353  0.142
H 4.178 -1.510 -0.564  0.128
H 3.806 -0.501 0.852  0.121
H 2.680 -0.498 -0.554  0.063


What is the formula in the second record?
C23H22N8O2Re